{
  "formula": "C14H23LiN5O2S",
  "method": "the ωB97M-V functional and the def2-TZVPD basis",
  "symbols": ["Li", "O", "C", "C", "C", "C", "C", "C", "C", "C", "N", "H", "H", "H", "H", "H", "H", "H", "H", "H", "H", "H", "C", "C", "N", "O", "H", "H", "H", "H", "H", "C", "C", "C", "N", "N", "C", "N", "S", "H", "H", "H", "H", "H", "H", "H"],
  "coordinates": [[0.2648, -0.0684, -0.0030], [2.1240, 0.2076, 0.4893], [3.0402, -0.1089, -0.5718], [3.5025, -1.5619, -0.5422], [2.3263, -2.5431, -0.4180], [1.3525, -2.4035, -1.5578], [1.6100, -2.9839, -2.7957], [0.6965, -2.8133, -3.8227], [-0.4562, -2.0798, -3.5829], [-0.6322, -1.5322, -2.3272], [0.2517, -1.6770, -1.3363], [2.5763, 0.0625, 1.3266], [3.9040, 0.5597, -0.5322], [2.5013, 0.0818, -1.4982], [4.1984, -1.7261, 0.2851], [4.0505, -1.7556, -1.4671], [1.7913, -2.3549, 0.5130], [2.7128, -3.5626, -0.3811], [2.5020, -3.5793, -2.9420], [0.8736, -3.2561, -4.7943], [-1.1981, -1.9317, -4.3549], [-1.5168, -0.9508, -2.0933], [-1.5997, -2.6017, 2.0024], [-1.3386, -1.1495, 2.2911], [-1.8333, -0.6652, 3.4403], [-0.7077, -0.4342, 1.5139], [-2.1629, -3.0909, 2.7934], [-0.6457, -3.1105, 1.8686], [-2.1469, -2.6840, 1.0641], [-2.3432, -1.2416, 4.0842], [-1.6931, 0.3027, 3.6760], [1.1172, 3.2371, -5.2624], [1.6326, 2.1686, -4.2944], [1.0627, 2.2945, -2.9225], [0.4552, 1.3579, -2.2895], [0.0222, 1.7022, -1.0381], [0.3287, 2.9289, -0.7189], [0.0403, 3.4789, 0.4824], [1.1917, 3.7708, -1.9745], [1.6086, 3.1401, -6.2289], [1.3272, 4.2370, -4.8797], [0.0420, 3.1441, -5.4115], [2.7219, 2.2397, -4.2247], [1.3826, 1.1688, -4.6493], [-0.5612, 2.9316, 1.0757], [0.0218, 4.4757, 0.5922]],
  "atomic_forces_ev_per_a": [[-0.1, -0.1, 0.0], [0.3, -0.1, -0.1], [0.3, -0.2, -0.1], [-0.2, 0.0, 0.1], [0.1, 0.1, -0.1], [0.0, -0.1, 0.0], [-0.1, 0.0, 0.0], [0.0, 0.0, 0.0], [0.0, 0.0, 0.0], [0.0, -0.1, 0.0], [0.0, 0.1, 0.0], [-0.1, 0.0, 0.1], [-0.1, 0.0, 0.0], [-0.1, 0.1, 0.0], [0.0, 0.0, 0.0], [0.1, 0.0, 0.0], [0.0, -0.1, 0.0], [0.0, 0.0, 0.0], [0.0, 0.0, 0.0], [0.0, 0.0, 0.0], [0.0, 0.0, 0.0], [0.0, 0.0, -0.1], [0.0, 0.0, 0.0], [-0.1, -0.1, 0.0], [0.0, 0.0, 0.0], [-0.1, 0.1, 0.3], [0.0, 0.0, 0.0], [0.0, 0.0, 0.0], [0.0, 0.0, 0.0], [0.0, 0.0, 0.0], [0.0, 0.0, 0.0], [0.0, -0.1, 0.1], [0.0, 0.1, -0.1], [0.0, 0.2, 0.3], [0.0, -0.1, -0.4], [0.0, 0.0, 0.2], [0.1, 0.1, -0.4], [0.1, -0.2, 0.1], [-0.2, -0.2, 0.1], [0.0, 0.0, 0.0], [0.0, 0.0, -0.1], [0.0, 0.0, 0.0], [0.0, -0.1, 0.0], [0.0, 0.0, 0.0], [0.0, 0.1, 0.0], [0.0, 0.0, 0.0]],
  "total_charge": 1,
  "orbital_gap_ev": 9.51,
  "lumo_ha": -0.07955,
  "mol_weight_g_mol": 332.379,
  "energy_ha": -1377.1967
}


{
  "formula": "C36H41N5PdSb2Se",
  "method": "the ωB97M-V functional and the def2-TZVPD basis",
  "symbols": ["Pd", "C", "C", "C", "Sb", "C", "C", "C", "C", "C", "C", "C", "C", "C", "C", "C", "C", "Sb", "C", "C", "C", "C", "C", "C", "C", "C", "C", "C", "C", "C", "H", "H", "H", "H", "H", "H", "H", "H", "H", "H", "H", "H", "H", "H", "H", "H", "H", "H", "H", "H", "H", "H", "H", "H", "H", "H", "Se", "N", "C", "C", "C", "C", "N", "C", "N", "H", "H", "H", "C", "C", "C", "C", "N", "N", "H", "H", "H", "H", "H", "H", "H", "H", "H", "H", "H", "H"],
  "coordinates": [[2.3036, -0.3640, -1.4327], [-2.5213, -0.1326, 2.3532], [-2.1428, 0.9532, 1.3333], [-0.6440, 0.8985, 0.9637], [-0.1541, -0.2739, -0.7707], [-1.1450, -2.0944, -0.4207], [-0.4572, -3.1738, 0.1304], [-1.1187, -4.3730, 0.3589], [-2.4604, -4.4987, 0.0212], [-3.1461, -3.4269, -0.5389], [-2.4929, -2.2199, -0.7594], [-1.2771, 0.6356, -2.2926], [-1.5566, 2.0026, -2.2577], [-2.2033, 2.6013, -3.3318], [-2.5548, 1.8444, -4.4430], [-2.2671, 0.4856, -4.4855], [-1.6266, -0.1228, -3.4129], [-4.4775, 0.1056, 3.1898], [-4.9496, 1.8702, 4.0524], [-3.8952, 2.7388, 4.4078], [-4.1987, 3.9142, 5.0581], [-5.5312, 4.2338, 5.3280], [-6.5743, 3.3844, 4.9533], [-6.2971, 2.1930, 4.3198], [-5.7112, -1.4862, 3.2702], [-5.3980, -2.6226, 2.4930], [-6.2247, -3.7201, 2.5732], [-7.3368, -3.6954, 3.4185], [-7.6359, -2.5754, 4.1974], [-6.8319, -1.4598, 4.1301], [-1.8758, -0.1095, 3.2368], [-2.5051, -1.1428, 1.9390], [-2.3494, 1.9412, 1.7507], [-2.7724, 0.8624, 0.4441], [-0.0377, 0.5260, 1.7910], [-0.2830, 1.9059, 0.7539], [0.6010, -3.1005, 0.3569], [-0.5823, -5.2173, 0.7708], [-2.9606, -5.4482, 0.1613], [-4.1774, -3.5430, -0.8491], [-3.0221, -1.4058, -1.2439], [-1.2773, 2.6113, -1.4040], [-2.4324, 3.6585, -3.3027], [-3.0548, 2.3151, -5.2790], [-2.5432, -0.1013, -5.3514], [-1.4192, -1.1877, -3.4538], [-2.8611, 2.4867, 4.2045], [-3.4086, 4.5877, 5.3602], [-5.7611, 5.1630, 5.8341], [-7.5994, 3.6609, 5.1598], [-7.1078, 1.5448, 4.0144], [-4.5336, -2.6423, 1.8388], [-6.0132, -4.6044, 1.9880], [-7.9771, -4.5667, 3.4779], [-8.4924, -2.5864, 4.8578], [-7.0467, -0.6040, 4.7560], [6.2217, -0.7973, -2.2348], [6.7855, -1.4266, -0.7071], [5.7521, -1.5531, 0.1138], [5.7292, -2.0243, 1.4581], [4.5206, -2.0312, 2.0925], [3.3354, -1.5886, 1.4410], [3.3163, -1.1551, 0.2026], [4.5181, -1.1415, -0.4480], [4.5173, -0.6940, -1.6904], [6.6393, -2.3525, 1.9434], [4.4389, -2.3722, 3.1146], [2.3941, -1.6046, 1.9765], [2.1204, 2.1669, -5.5912], [2.7402, 2.4752, -4.2290], [4.1695, 1.9514, -4.1417], [2.7076, 3.9728, -3.9513], [1.9374, 1.8735, -3.1138], [1.7924, 0.4418, -3.2202], [2.6915, 2.6542, -6.3807], [1.0948, 2.5389, -5.6490], [2.1173, 1.0985, -5.8284], [4.7955, 2.4859, -4.8550], [4.2452, 0.8900, -4.4092], [4.5780, 2.1045, -3.1418], [3.2608, 4.5042, -4.7242], [3.1564, 4.2017, -2.9852], [1.6832, 4.3523, -3.9647], [0.9973, 2.2607, -3.1551], [2.4822, 0.0989, -3.8911], [0.8767, 0.1912, -3.5964]],
  "atomic_forces_ev_per_a": [[0.0, 0.0, -0.1], [0.0, 0.0, 0.0], [0.0, 0.0, 0.0], [0.0, 0.0, 0.0], [-0.1, 0.0, 0.1], [0.0, 0.0, 0.0], [0.0, 0.0, 0.0], [0.0, 0.0, 0.0], [0.0, 0.0, 0.0], [0.0, 0.0, 0.0], [0.0, 0.0, 0.0], [0.0, 0.0, 0.0], [0.0, 0.0, 0.0], [0.0, 0.0, 0.0], [0.0, 0.0, 0.0], [0.0, 0.0, 0.0], [0.0, 0.0, 0.0], [0.0, 0.0, 0.1], [0.0, 0.0, 0.0], [0.0, 0.0, 0.0], [0.0, 0.0, 0.0], [0.0, 0.0, 0.0], [0.0, 0.0, 0.0], [0.0, 0.0, 0.0], [0.0, 0.0, 0.0], [0.0, 0.0, 0.0], [0.0, 0.0, 0.0], [0.0, 0.0, 0.0], [0.0, 0.0, 0.0], [0.0, 0.0, 0.0], [0.0, 0.0, 0.0], [0.0, 0.0, 0.0], [0.0, 0.0, 0.0], [0.0, 0.0, 0.0], [0.0, 0.0, 0.0], [0.0, 0.0, 0.0], [0.0, 0.0, 0.0], [0.0, 0.0, 0.0], [0.0, 0.0, 0.0], [0.0, 0.0, 0.0], [0.0, 0.0, 0.0], [0.0, 0.0, 0.0], [0.0, 0.0, 0.0], [0.0, 0.0, 0.0], [0.0, 0.0, 0.0], [0.0, 0.0, 0.0], [0.0, 0.0, 0.0], [0.0, 0.0, 0.0], [0.0, 0.0, 0.0], [0.0, 0.0, 0.0], [0.0, 0.0, 0.0], [0.0, 0.0, 0.0], [0.0, 0.0, 0.0], [0.0, 0.0, 0.0], [0.0, 0.0, 0.0], [0.0, 0.0, 0.0], [0.0, 0.1, 0.0], [0.0, -0.1, 0.0], [0.0, 0.0, 0.0], [0.0, 0.0, 0.0], [0.0, 0.0, 0.0], [0.0, 0.0, 0.0], [0.0, 0.0, 0.0], [0.0, 0.0, 0.0], [0.0, 0.0, 0.0], [0.0, 0.0, 0.0], [0.0, 0.0, 0.0], [0.0, 0.0, 0.0], [0.0, 0.0, 0.0], [0.0, 0.0, 0.0], [0.0, 0.0, 0.0], [0.0, 0.0, 0.0], [0.1, 0.0, 0.0], [-0.1, 0.0, 0.0], [0.0, 0.0, 0.0], [0.0, 0.0, 0.0], [0.0, 0.0, 0.0], [0.0, 0.0, 0.0], [0.0, 0.0, 0.0], [0.0, 0.0, 0.0], [0.0, 0.0, 0.0], [0.0, 0.0, 0.0], [0.0, 0.0, 0.0], [0.0, 0.0, 0.0], [0.0, 0.0, 0.0], [0.0, 0.0, 0.0]],
  "total_charge": 4,
  "orbital_gap_ev": 5.07,
  "lumo_ha": -0.48355,
  "mol_weight_g_mol": 972.659,
  "energy_ha": -4678.4659
}


{
  "formula": "H6O15S3Zn",
  "method": "the ωB97M-V functional and the def2-TZVPD basis",
  "symbols": ["Zn", "S", "O", "O", "O", "O", "S", "O", "O", "O", "O", "S", "O", "O", "O", "O", "O", "H", "H", "O", "H", "H", "O", "H", "H"],
  "coordinates": [[8.0170, -5.0793, 9.4397], [9.8314, -5.6708, 12.0830], [10.9663, -4.9564, 11.4410], [10.1623, -7.0656, 12.3897], [9.4359, -4.9806, 13.3222], [8.6883, -5.6766, 11.1386], [7.3928, -2.0782, 10.6050], [7.4835, -2.4486, 12.0180], [7.9277, -3.1169, 9.6706], [5.9782, -1.8772, 10.2539], [8.1647, -0.8234, 10.3785], [7.2940, -5.0226, 6.1573], [5.9428, -5.4900, 5.7537], [7.3454, -5.0451, 7.6363], [8.3334, -5.9500, 5.6343], [7.5010, -3.6661, 5.6098], [5.9926, -5.3523, 10.1806], [5.4820, -6.1622, 10.2529], [5.7087, -4.7963, 10.9229], [7.7032, -7.2802, 9.0802], [6.8369, -7.6184, 8.8343], [8.3330, -7.8377, 8.6130], [9.9845, -5.0217, 8.8216], [10.3760, -5.6453, 8.2017], [10.7124, -4.7066, 9.3908]],
  "atomic_forces_ev_per_a": [[0.0, 1.4, 0.3], [0.1, 1.4, 1.1], [0.6, -0.2, -0.3], [0.7, -1.4, 0.0], [0.2, -0.2, 0.1], [-0.7, -0.6, 0.2], [0.1, 1.5, 0.1], [0.1, -0.7, 0.5], [0.4, -0.2, 0.2], [-1.3, 0.2, -0.3], [0.0, 0.0, -0.2], [-0.4, 0.4, -1.2], [-0.3, -0.5, -0.1], [-0.3, 0.1, -0.2], [0.4, -0.4, 0.0], [0.3, -0.2, 0.2], [-1.0, -0.1, 0.4], [0.2, 0.0, 0.0], [0.5, 0.3, -0.2], [-0.1, -1.3, 0.4], [0.0, 0.4, -0.4], [0.1, 0.3, -0.1], [1.5, 0.0, -1.0], [-0.3, 0.1, -0.1], [-0.7, -0.3, 0.7]],
  "total_charge": -4,
  "orbital_gap_ev": 4.04,
  "lumo_ha": 0.31636,
  "mol_weight_g_mol": 407.624,
  "energy_ha": -4105.9098
}


{
  "formula": "C19H19Cl2N3O2",
  "method": "the ωB97M-V functional and the def2-TZVPD basis",
  "symbols": ["N", "C", "C", "C", "C", "N", "C", "O", "C", "Cl", "C", "Cl", "C", "O", "C", "C", "N", "C", "C", "C", "C", "C", "C", "C", "C", "C", "H", "H", "H", "H", "H", "H", "H", "H", "H", "H", "H", "H", "H", "H", "H", "H", "H", "H", "H"],
  "coordinates": [[0.2201, 3.8021, -2.1313], [-0.0886, 3.3808, -1.0835], [-0.4631, 2.9191, 0.2038], [0.3565, 3.1491, 1.2825], [1.6488, 3.7223, 1.1203], [2.7049, 4.2143, 1.0093], [-0.0434, 2.8586, 2.6703], [0.7212, 3.0385, 3.6132], [-1.4306, 2.3313, 2.8367], [-1.8586, 1.9016, 4.4264], [-2.2968, 2.2293, 1.7826], [-3.9311, 1.8048, 1.9897], [-1.8903, 2.5771, 0.3898], [-2.6898, 2.6575, -0.5404], [0.9038, -0.1627, -3.3445], [2.2176, 0.0624, -3.7188], [3.2382, -0.8242, -3.4640], [4.5344, -0.5747, -4.0755], [5.5058, -1.7360, -3.9274], [5.6122, -2.1818, -2.4759], [4.2358, -2.5739, -1.9238], [3.1256, -1.5554, -2.2204], [2.6053, 1.2660, -4.5485], [1.4598, 2.2784, -4.6685], [0.1298, 1.6158, -5.0238], [-0.2297, 0.4260, -4.1090], [0.6356, -0.9856, -2.6755], [4.9900, 0.3417, -3.6468], [4.4093, -0.3902, -5.1562], [6.4747, -1.4257, -4.3221], [5.1553, -2.5713, -4.5429], [6.2932, -3.0409, -2.4051], [6.0368, -1.3740, -1.8672], [3.9482, -3.5475, -2.3444], [4.2821, -2.7038, -0.8347], [3.0954, -0.8493, -1.3630], [2.1736, -2.1056, -2.2128], [3.4839, 1.7958, -4.1319], [2.8980, 0.9214, -5.5586], [1.7447, 3.0296, -5.4211], [1.3324, 2.8161, -3.7150], [0.1537, 1.2510, -6.0540], [-0.6506, 2.3779, -4.9527], [-0.6606, -0.3680, -4.7515], [-1.0324, 0.7428, -3.4225]],
  "atomic_forces_ev_per_a": [[-0.9, -0.8, 2.6], [0.9, 0.8, -2.9], [0.9, 1.1, 1.4], [-0.5, -0.2, -1.6], [2.7, 1.2, -0.3], [-2.4, -1.1, 0.2], [0.6, -0.2, 1.7], [-1.3, -0.3, -1.6], [-0.7, -0.2, -0.7], [-0.1, 0.1, -0.1], [0.5, 0.2, 1.0], [0.1, -0.1, 0.0], [-1.6, 0.0, -1.1], [1.5, -0.3, 1.7], [2.0, 0.0, -0.4], [-1.9, -0.1, -0.1], [0.6, -0.5, 0.3], [0.4, 0.4, 0.1], [-0.4, -0.1, 0.2], [0.0, -0.2, 0.2], [0.0, -0.2, -0.4], [0.3, -0.2, 0.7], [-0.5, 0.2, -0.5], [0.2, 0.0, 0.2], [0.2, 0.0, 0.0], [-0.7, 0.7, 0.1], [0.2, 0.2, -0.3], [0.1, -0.3, -0.1], [-0.1, 0.0, 0.5], [0.0, 0.0, 0.0], [0.0, 0.0, 0.0], [-0.1, 0.2, 0.1], [0.0, 0.0, -0.1], [0.1, 0.2, 0.0], [0.0, 0.0, -0.2], [-0.1, 0.0, -0.3], [0.2, 0.2, 0.0], [-0.3, -0.5, -0.1], [-0.1, 0.2, 0.3], [-0.2, -0.1, 0.2], [0.2, -0.3, -0.4], [0.1, 0.2, -0.1], [0.0, -0.1, -0.2], [0.0, 0.3, 0.4], [0.1, -0.2, -0.2]],
  "orbital_gap_ev": 3.68,
  "lumo_ha": -0.12361,
  "mol_weight_g_mol": 392.286,
  "energy_ha": -1970.4312
}